Arrangement 1

The following is a DFT calculation (ωB97M-V/def2-TZVPD) of 2 unconnected molecules or ions with the total composition C9H14.

As for the SMILES: Cc1ccccc1.CC. For the LUMO energy, the calculation gives 1.0 eV. As for the HOMO energy: -0.33195 Ha. The HOMO-LUMO gap comes out at 0.369 Ha.

Last columns: bonded neighbours and bond lengths (Å).
CARTESIAN COORDINATES (ANGSTROEM)
1 C 2.1039 1.3809 -2.6537  C2 1.506, H8 1.097, H9 1.090, H10 1.097
2 C 1.2798 1.3232 -1.3947  C1 1.506, C3 1.406, C7 1.374
3 C -0.0996 1.0490 -1.4026  C2 1.406, C4 1.383, H11 1.087
4 C -0.7957 0.7943 -0.2351  C3 1.383, C5 1.411, H12 1.088
5 C -0.1358 0.7727 1.0116  C4 1.411, C6 1.383, H13 1.083
6 C 1.2108 1.0881 1.0249  C5 1.383, C7 1.397, H14 1.080
7 C 1.8751 1.4128 -0.1601  C2 1.374, C6 1.397, H15 1.092
8 H 1.5742 0.8906 -3.4804  C1 1.097
9 H 3.0655 0.8775 -2.5527  C1 1.090
10 H 2.2256 2.4416 -2.9056  C1 1.097
11 H -0.6115 0.9197 -2.3525  C3 1.087
12 H -1.8764 0.6657 -0.2351  C4 1.088
13 H -0.7008 0.4344 1.8718  C5 1.083
14 H 1.7508 0.9595 1.9516  C6 1.080
15 H 2.9438 1.5857 -0.0187  C7 1.092
16 C -2.6100 -2.4910 2.0385  C17 1.552, H18 1.092, H19 1.111, H20 1.106
17 C -1.9391 -3.7067 1.3443  C16 1.552, H21 1.085, H22 1.087, H23 1.083
18 H -3.2571 -2.6679 2.9000  C16 1.092
19 H -1.7669 -1.8881 2.4372  C16 1.111
20 H -3.2498 -1.8824 1.3724  C16 1.106
21 H -2.6023 -4.1462 0.6064  C17 1.085
22 H -1.7844 -4.4272 2.1439  C17 1.087
23 H -0.9702 -3.3800 0.9874  C17 1.083

These are the natural (NBO) partial charges, in e, on atoms 1 to 4: number 1, C, carries -0.631; number 2, C, carries -0.003; number 3, C, carries -0.223; number 4, C, carries -0.202

=====

Arrangement 2

The following is a DFT calculation (ωB97M-V/def2-TZVPD) of 2 unconnected molecules or ions with the total composition C9H14.

As for the SMILES: Cc1ccccc1.CC. For the LUMO energy, the calculation gives 1.0 eV. As for the HOMO energy: -0.33233 Ha. The HOMO-LUMO gap comes out at 0.370 Ha.

Last columns: bonded neighbours and bond lengths (Å).
CARTESIAN COORDINATES (ANGSTROEM)
1 C 2.5195 -1.1522 -2.4570  C2 1.508, H8 1.093, H9 1.096, H10 1.091
2 C 1.2253 -0.5491 -1.9724  C1 1.508, C3 1.389, C7 1.399
3 C 0.4534 -1.1745 -1.0011  C2 1.389, C4 1.385, H11 1.082
4 C -0.7236 -0.5696 -0.5922  C3 1.385, C5 1.383, H12 1.085
5 C -1.0401 0.7285 -0.9485  C4 1.383, C6 1.388, H13 1.079
6 C -0.2542 1.3632 -1.9008  C5 1.388, C7 1.385, H14 1.084
7 C 0.8169 0.6937 -2.4680  C2 1.399, C6 1.385, H15 1.084
8 H 3.1167 -1.5139 -1.6162  C1 1.093
9 H 3.2018 -0.3947 -2.8602  C1 1.096
10 H 2.4020 -1.9212 -3.2222  C1 1.091
11 H 0.7209 -2.1516 -0.6205  C3 1.082
12 H -1.4312 -1.0780 0.0535  C4 1.085
13 H -1.8576 1.2200 -0.4436  C5 1.079
14 H -0.4779 2.3782 -2.2084  C6 1.084
15 H 1.4306 1.1641 -3.2275  C7 1.084
16 C -0.6706 0.0619 2.8491  C17 1.519, H18 1.090, H19 1.089, H20 1.096
17 C -1.8595 0.6928 3.5544  C16 1.519, H21 1.087, H22 1.089, H23 1.093
18 H -0.8094 -1.0084 2.6943  C16 1.090
19 H -0.4700 0.5074 1.8761  C16 1.089
20 H 0.2795 0.1783 3.3837  C16 1.096
21 H -1.7043 1.7378 3.8123  C17 1.087
22 H -2.1449 0.1123 4.4300  C17 1.089
23 H -2.7234 0.6748 2.8853  C17 1.093

These are the natural (NBO) partial charges, in e, on atoms 1 to 4: number 1, C, carries -0.637; number 2, C, carries 0.000; number 3, C, carries -0.227; number 4, C, carries -0.195

=====

Arrangement 3

The following is a DFT calculation (ωB97M-V/def2-TZVPD) of 2 unconnected molecules or ions with the total composition C9H14.

As for the SMILES: Cc1ccccc1.CC. For the LUMO energy, the calculation gives 1.1 eV. As for the HOMO energy: -0.32668 Ha. The HOMO-LUMO gap comes out at 0.365 Ha.

Last columns: bonded neighbours and bond lengths (Å).
CARTESIAN COORDINATES (ANGSTROEM)
1 C 0.7764 0.2908 2.3849  C2 1.521, H8 1.089, H9 1.093, H10 1.081
2 C -0.3005 -0.1759 1.4174  C1 1.521, C3 1.418, C7 1.414
3 C -0.4211 -1.5647 1.1555  C2 1.418, C4 1.380, H11 1.072
4 C -1.1286 -2.0586 0.0782  C3 1.380, C5 1.364, H12 1.077
5 C -1.8984 -1.2127 -0.6656  C4 1.364, C6 1.408, H13 1.085
6 C -1.9390 0.1371 -0.2656  C5 1.408, C7 1.371, H14 1.101
7 C -1.0631 0.7096 0.6208  C2 1.414, C6 1.371, H15 1.064
8 H 0.7814 -0.2904 3.3064  C1 1.089
9 H 0.8299 1.3579 2.6169  C1 1.093
10 H 1.7122 0.1077 1.8751  C1 1.081
11 H 0.1624 -2.1758 1.8156  C3 1.072
12 H -0.9144 -3.0479 -0.2911  C4 1.077
13 H -2.6205 -1.6403 -1.3534  C5 1.085
14 H -2.8680 0.5516 -0.6863  C6 1.101
15 H -1.0047 1.7554 0.8083  C7 1.064
16 C 0.8108 1.3679 -2.0462  C17 1.549, H18 1.133, H19 1.107, H20 1.088
17 C 1.6015 0.3303 -1.2113  C16 1.549, H21 1.081, H22 1.071, H23 1.121
18 H 0.6115 2.2963 -1.4273  C16 1.133
19 H 1.4987 1.6314 -2.8720  C16 1.107
20 H -0.1866 1.1539 -2.4249  C16 1.088
21 H 2.4029 -0.2063 -1.6996  C17 1.081
22 H 0.9810 -0.3118 -0.6204  C17 1.071
23 H 2.1761 0.9945 -0.5154  C17 1.121

These are the natural (NBO) partial charges, in e, on atoms 1 to 4: number 1, C, carries -0.645; number 2, C, carries 0.025; number 3, C, carries -0.233; number 4, C, carries -0.204

=====

Arrangement 4

The following is a DFT calculation (ωB97M-V/def2-TZVPD) of 2 unconnected molecules or ions with the total composition C9H14.

As for the SMILES: Cc1ccccc1.CC. For the LUMO energy, the calculation gives 1.0 eV. As for the HOMO energy: -0.33114 Ha. The HOMO-LUMO gap comes out at 0.368 Ha.

Last columns: bonded neighbours and bond lengths (Å).
CARTESIAN COORDINATES (ANGSTROEM)
1 C 1.8379 0.5645 0.9124  C2 1.535, H8 1.087, H9 1.087, H10 1.092
2 C 0.4159 0.0311 1.1362  C1 1.535, C3 1.369, C7 1.396
3 C -0.4144 0.6331 2.0424  C2 1.369, C4 1.405, H11 1.084
4 C -1.7092 0.1159 2.2124  C3 1.405, C5 1.393, H12 1.080
5 C -2.0240 -1.0790 1.5702  C4 1.393, C6 1.396, H13 1.083
6 C -1.1313 -1.7081 0.7009  C5 1.396, C7 1.383, H14 1.083
7 C 0.1055 -1.1427 0.4468  C2 1.396, C6 1.383, H15 1.081
8 H 1.9635 1.5067 1.4405  C1 1.087
9 H 2.0610 0.6561 -0.1474  C1 1.087
10 H 2.5036 -0.1934 1.3319  C1 1.092
11 H -0.0759 1.3764 2.7547  C3 1.084
12 H -2.4929 0.5839 2.7896  C4 1.080
13 H -2.9986 -1.5384 1.6832  C5 1.083
14 H -1.4020 -2.6164 0.1765  C6 1.083
15 H 0.7691 -1.5052 -0.3255  C7 1.081
16 C 0.7847 1.6641 -3.4070  C17 1.527, H18 1.091, H19 1.089, H20 1.086
17 C 1.0926 0.2024 -3.7222  C16 1.527, H21 1.098, H22 1.089, H23 1.086
18 H -0.1480 1.9214 -3.9114  C16 1.091
19 H 0.6154 1.8698 -2.3515  C16 1.089
20 H 1.6268 2.2612 -3.7440  C16 1.086
21 H 2.1477 -0.0565 -3.5650  C17 1.098
22 H 0.9223 -0.0361 -4.7710  C17 1.089
23 H 0.5768 -0.5313 -3.1104  C17 1.086

These are the natural (NBO) partial charges, in e, on atoms 1 to 4: number 1, C, carries -0.628; number 2, C, carries 0.005; number 3, C, carries -0.238; number 4, C, carries -0.191

=====

The most stable arrangement is arrangement 2, and the next structure is 0.0063 hartree less stable.